Entry 1:
DFT (ωB97M-V/def2-TZVPD) results for a molecular structure, C36H34BiClN9O8S.

```
90
C36H34BiClN9O8S (ωB97M-V/def2-TZVPD)
Bi 0.08 -0.38 0.27
O 3.64 -2.97 -0.65
C 2.68 -2.21 -0.68
N 1.64 -2.15 0.20
C 1.40 -3.19 1.14
C 2.07 -4.42 1.18
C 1.67 -5.42 2.04
C 0.59 -5.23 2.89
C -0.07 -4.01 2.88
C 0.33 -2.98 2.03
N -0.40 -1.75 2.00
C -0.81 -1.25 3.22
O -0.31 -1.51 4.30
C -1.96 -0.27 3.21
C -1.97 0.77 4.13
C -3.05 1.62 4.16
C -4.11 1.39 3.28
C -4.02 0.31 2.42
N -2.98 -0.51 2.38
C 2.62 -1.23 -1.84
C 3.73 -1.11 -2.67
C 3.65 -0.26 -3.76
C 2.48 0.45 -3.98
C 1.43 0.28 -3.10
N 1.49 -0.57 -2.07
H 2.90 -4.57 0.51
H 2.20 -6.37 2.04
H 0.25 -6.02 3.55
H -0.91 -3.84 3.54
H -1.12 0.88 4.80
H -3.09 2.45 4.86
H -4.98 2.03 3.27
H -4.83 0.09 1.73
H 4.61 -1.68 -2.43
H 4.50 -0.15 -4.42
H 2.39 1.14 -4.81
H 0.51 0.83 -3.21
O -4.02 -2.43 -1.40
C -4.62 -1.29 -1.80
C -5.78 -1.42 -2.56
C -6.44 -0.29 -3.03
C -5.95 0.98 -2.74
C -4.81 1.10 -1.96
C -4.14 -0.02 -1.48
C -2.91 0.14 -0.65
O -2.12 -0.87 -0.55
N -2.76 1.32 -0.06
N -1.67 1.32 0.74
C -1.30 2.36 1.36
C -0.10 2.28 2.20
C 0.29 3.35 3.00
C 1.42 3.23 3.79
C 2.15 2.06 3.76
C 1.73 1.04 2.92
N 0.62 1.15 2.18
H -3.16 -2.17 -1.00
H -6.14 -2.42 -2.80
H -7.34 -0.41 -3.62
H -6.46 1.86 -3.11
H -4.41 2.08 -1.72
H -1.84 3.30 1.29
H -0.29 4.27 2.97
H 1.73 4.06 4.41
H 3.04 1.93 4.36
H 2.27 0.11 2.84
O 3.17 2.31 -1.40
Cl 2.16 3.07 -0.70
O 2.51 3.17 0.70
O 2.03 4.39 -1.27
O 0.87 2.39 -0.82
C 0.39 -1.30 -6.90
C -1.08 -0.93 -6.95
N -1.36 0.34 -6.27
C -1.57 0.42 -4.92
S -1.72 -0.88 -3.89
N -1.68 1.68 -4.43
C -1.51 2.93 -5.16
C -0.05 3.36 -5.30
H 0.57 -2.22 -7.46
H 0.70 -1.46 -5.86
H 1.01 -0.51 -7.33
H -1.68 -1.69 -6.45
H -1.43 -0.83 -7.98
H -0.99 1.16 -6.72
H -1.78 1.72 -3.43
H -2.07 3.69 -4.62
H -1.98 2.83 -6.14
H 0.40 3.49 -4.31
H 0.02 4.31 -5.84
H 0.54 2.61 -5.83
```

Values from the calculation:
Total charge: -1
LUMO: 1.8 eV
Energy: -3559.89771 a.u.

Entry 2:
DFT (ωB97M-V/def2-TZVPD) results for a molecular structure, C36H34BrN3O2PW.

```
78
C36H34BrN3O2PW (ωB97M-V/def2-TZVPD)
W 1.14 -0.16 -0.67
C 0.71 0.06 2.30
C 0.82 1.55 2.26
C 0.22 2.31 3.26
C 0.33 3.69 3.24
C 1.03 4.31 2.22
C 1.64 3.59 1.20
C 2.34 4.33 0.10
C 1.54 2.19 1.25
N 2.15 1.36 0.25
C 3.54 1.43 0.15
O 4.25 2.27 0.63
C 4.10 0.23 -0.58
C 5.43 -0.03 -0.90
C 5.74 -1.29 -1.41
C 4.76 -2.28 -1.53
C 3.46 -1.94 -1.18
N 3.19 -0.72 -0.76
C 2.27 -2.85 -1.04
O 2.31 -4.04 -1.27
N 1.15 -2.17 -0.54
C 0.11 -2.95 0.04
C -0.93 -3.40 -0.77
C -0.82 -3.42 -2.26
C -2.03 -4.00 -0.14
C -2.05 -4.18 1.23
C -0.93 -3.86 1.99
C 0.18 -3.28 1.40
C 1.47 -3.18 2.17
H -0.19 -0.29 2.82
H 0.57 -0.42 1.29
H 1.60 -0.42 2.74
H -0.34 1.82 4.04
H -0.13 4.28 4.02
H 1.10 5.39 2.20
H 1.79 5.24 -0.14
H 3.35 4.61 0.40
H 2.43 3.73 -0.80
H 6.17 0.73 -0.73
H 6.76 -1.52 -1.68
H 4.98 -3.28 -1.87
H -0.39 -4.38 -2.56
H -1.80 -3.35 -2.73
H -0.17 -2.63 -2.67
H -2.86 -4.34 -0.75
H -2.91 -4.63 1.70
H -0.91 -4.10 3.04
H 1.28 -3.03 3.23
H 2.02 -4.11 2.06
H 2.12 -2.37 1.82
Br 1.29 0.22 -3.09
C -0.63 2.90 -1.34
P -1.09 1.20 -0.93
C -2.11 1.25 0.57
C -2.43 0.04 1.18
C -3.25 0.02 2.30
C -3.75 1.21 2.81
C -3.43 2.41 2.21
C -2.62 2.44 1.10
C -2.20 0.68 -2.25
C -2.59 1.54 -3.28
C -3.49 1.10 -4.24
C -4.01 -0.18 -4.18
C -3.62 -1.04 -3.16
C -2.72 -0.61 -2.20
H -1.51 3.55 -1.37
H -0.16 2.90 -2.33
H 0.07 3.29 -0.61
H -2.04 -0.90 0.80
H -3.50 -0.93 2.76
H -4.40 1.19 3.68
H -3.82 3.34 2.61
H -2.37 3.39 0.65
H -2.20 2.54 -3.34
H -3.79 1.77 -5.03
H -4.71 -0.52 -4.93
H -4.03 -2.04 -3.11
H -2.44 -1.27 -1.40
```

Values from the calculation:
Expectation value of S²: 2.0144
Total charge: +1
Multiplicity: 3
LUMO (alpha / beta): -3.8 / -4.2 eV
Energy: -4689.36965 a.u.

Entry 3:
DFT (ωB97M-V/def2-TZVPD) results for a molecular structure, C36H34Cl2O7P2S3Sr.

```
85
C36H34Cl2O7P2S3Sr (ωB97M-V/def2-TZVPD)
Sr -2.37 -0.37 0.04
S -1.53 0.13 -2.75
P 0.12 0.77 -1.75
C 0.26 0.31 -0.17
P 0.30 0.99 1.33
S -1.39 1.02 2.45
C 0.95 2.71 1.32
C 0.06 3.77 1.14
C 0.54 5.07 1.03
C 1.90 5.33 1.12
C 2.79 4.28 1.29
C 2.32 2.98 1.38
C 1.56 0.15 2.38
C 2.28 -0.92 1.88
C 3.25 -1.55 2.66
C 3.49 -1.09 3.95
C 2.77 -0.02 4.46
C 1.80 0.59 3.68
C 0.24 2.58 -2.06
C 1.49 3.21 -2.08
C 1.58 4.58 -2.24
C 0.43 5.35 -2.37
C -0.82 4.73 -2.33
C -0.90 3.35 -2.18
C 1.56 0.17 -2.72
C 1.54 0.15 -4.12
C 2.65 -0.28 -4.83
C 3.80 -0.68 -4.17
C 3.83 -0.67 -2.78
C 2.71 -0.24 -2.06
H -1.00 3.57 1.07
H -0.16 5.88 0.86
H 2.27 6.35 1.04
H 3.86 4.47 1.35
H 3.02 2.16 1.50
H 2.06 -1.26 0.87
H 3.81 -2.38 2.26
H 4.25 -1.58 4.56
H 2.95 0.33 5.47
H 1.22 1.41 4.07
H 2.39 2.62 -1.96
H 2.55 5.06 -2.24
H 0.50 6.42 -2.48
H -1.73 5.31 -2.39
H -1.87 2.87 -2.15
H 0.63 0.45 -4.63
H 2.62 -0.29 -5.92
H 4.66 -1.02 -4.73
H 4.72 -0.99 -2.25
H 2.71 -0.22 -0.98
O -3.73 4.46 -0.54
Cl -4.36 3.18 -0.40
O -5.11 2.86 -1.59
O -5.24 3.18 0.75
O -3.33 2.17 -0.21
C -7.08 0.48 -0.06
S -5.62 -0.51 -0.38
C -6.33 -2.14 -0.15
H -7.84 0.29 -0.82
H -6.78 1.53 -0.10
H -7.48 0.27 0.93
H -6.73 -2.25 0.86
H -5.53 -2.85 -0.31
H -7.13 -2.31 -0.87
C 0.99 -5.85 2.90
C 1.25 -5.09 1.63
C 2.54 -4.77 1.23
C 2.74 -4.03 0.07
Cl 4.38 -3.62 -0.39
C 1.68 -3.59 -0.69
C 0.39 -3.92 -0.30
C 0.17 -4.67 0.84
O -1.05 -5.07 1.29
C -2.18 -4.71 0.52
C -2.50 -3.22 0.51
O -1.99 -2.48 1.38
O -3.25 -2.84 -0.43
H 1.93 -6.10 3.40
H 0.45 -6.78 2.70
H 0.37 -5.27 3.58
H 3.38 -5.08 1.82
H 1.84 -2.97 -1.57
H -0.43 -3.55 -0.90
H -3.02 -5.24 0.96
H -2.06 -5.05 -0.52
```

Values from the calculation:
Total charge: -2
LUMO: 4.1 eV
Energy: -4747.31882 a.u.